[1]
100
Properties=species:S:1:pos:R:3:forces:R:3 method="wB97M-V/def2-TZVPD" homo_energy_ev=-9.0 orbital_gap_ha=0.3042 energy_ha=-2803.5799 smiles="CCC(=O)OCCc1c(C)c(-c2ccccn2)c2c(c1Cl)C(=O)c1cc(N=C=O)c(F)c(N)c1C2=O.CCOCC.CCOCC.CCOCC"
C 0.813498 -3.883182 0.837387 0.1 1.1 -0.7
C 1.510293 -2.720618 0.036575 -0.6 -0.3 0.2
C 0.506643 -2.085751 -0.931997 0.2 0.0 -0.9
O 0.181846 -2.628322 -1.954079 -0.1 -0.2 0.6
O -0.024334 -0.837963 -0.647260 0.9 -0.7 -0.1
C 0.937253 0.206026 -0.885340 -0.3 0.9 0.6
C 0.574817 1.405655 0.090254 0.5 -1.4 -0.3
C -0.337497 0.900092 1.197869 -0.4 0.4 0.3
C 0.144909 0.308365 2.372826 1.3 0.3 -0.6
C 1.656673 0.140893 2.505702 -0.1 -0.7 0.0
C -0.704793 -0.111985 3.387747 -0.6 -0.2 1.1
C -0.165645 -0.712923 4.678607 -0.2 0.3 -2.2
C 0.372204 -1.989704 4.599042 0.5 -0.8 1.2
C 0.865245 -2.552402 5.782723 -0.1 0.2 0.3
C 0.785490 -1.796945 6.950364 -0.1 0.0 -0.5
C 0.221828 -0.528590 6.854750 0.3 0.3 1.5
N -0.241116 0.046564 5.759392 0.4 -0.5 0.0
C -2.094171 0.010308 3.250296 0.0 0.4 -0.3
C -2.592427 0.602968 2.076795 -1.1 -0.1 0.2
C -1.721047 1.026491 1.093872 0.3 0.6 -1.0
Cl -2.306313 1.736219 -0.412303 -0.2 -0.4 0.6
C -4.098718 0.772107 1.926312 0.1 -0.4 0.4
O -4.617348 1.662805 1.300391 0.1 -0.1 0.0
C -4.948760 -0.268767 2.626779 0.4 0.1 -0.3
C -6.188980 -0.589842 2.104445 0.6 0.3 0.1
C -6.930736 -1.562493 2.756144 -0.6 0.2 -1.1
N -8.252820 -1.872117 2.202148 -0.2 0.9 1.2
C -9.060248 -1.218608 2.872619 -1.3 0.3 1.4
O -9.816994 -0.648901 3.579870 1.3 -1.1 -1.8
C -6.459526 -2.197147 3.887331 0.1 0.6 -0.5
F -7.239317 -3.115630 4.477894 0.2 -0.1 0.1
C -5.209331 -1.875621 4.419769 -0.2 -0.5 0.6
N -4.785446 -2.545122 5.580739 0.0 -0.8 -0.6
C -4.462954 -0.888627 3.774061 1.1 0.3 -0.3
C -3.089324 -0.463561 4.290838 -0.9 -0.5 -0.1
O -2.874477 -0.563231 5.474085 0.4 0.0 -0.2
H 1.423769 -4.101161 1.721760 -0.3 -0.2 -0.2
H -0.191865 -3.533078 1.120248 0.3 -0.4 0.2
H 0.745766 -4.740730 0.157951 -0.2 0.1 0.5
H 2.281064 -3.195803 -0.584718 0.0 0.5 0.2
H 1.926065 -1.983984 0.735175 0.0 -0.2 -0.3
H 1.965614 -0.144433 -0.690220 -0.4 0.0 0.0
H 0.888865 0.542298 -1.934305 -0.1 -0.2 0.3
H 0.100713 2.172840 -0.524482 0.2 0.1 0.5
H 1.524248 1.719151 0.539528 -0.4 0.4 -0.2
H 1.848586 -0.871285 2.897805 0.2 0.6 0.1
H 2.122983 0.899370 3.149122 -0.2 -0.3 -0.1
H 2.181469 0.171374 1.542447 -0.3 0.1 0.3
H 0.443005 -2.589721 3.693074 -0.3 0.5 0.0
H 1.289833 -3.555279 5.830912 -0.1 0.2 -0.2
H 1.145501 -2.144972 7.916795 -0.1 0.0 -0.3
H 0.165881 0.059660 7.778176 -0.1 0.0 -0.4
H -6.526256 -0.059075 1.216326 -0.2 -0.3 0.2
H -3.847586 -2.917610 5.449715 0.1 0.6 0.4
H -5.362277 -3.369089 5.736458 -0.2 0.3 0.1
C 2.332069 -0.023090 -7.353225 -0.2 0.0 0.1
C 2.748689 -1.348701 -6.737055 0.0 0.1 -0.1
O 2.694642 -1.356644 -5.323638 0.2 0.0 0.1
C 1.413009 -1.149788 -4.749573 -0.1 0.0 0.0
C 0.402490 -2.222425 -5.111943 0.0 0.0 -0.3
H 2.872719 0.803688 -6.888699 0.1 0.0 0.0
H 2.534596 -0.021098 -8.425258 0.0 0.0 0.0
H 1.264977 0.164273 -7.216147 0.0 0.0 -0.1
H 3.788890 -1.549268 -6.998984 0.0 0.0 0.1
H 2.157797 -2.174353 -7.148682 -0.1 0.0 0.0
H 1.035817 -0.152765 -5.006295 0.0 0.0 0.0
H 1.563448 -1.158193 -3.670113 0.1 0.0 0.0
H 0.131118 -2.175261 -6.169559 0.0 0.0 0.0
H -0.508223 -2.095977 -4.527109 0.1 0.0 0.1
H 0.808695 -3.216663 -4.921174 0.0 0.0 0.1
C 4.978169 2.340269 -0.408215 0.2 -0.1 0.1
C 4.391703 2.942733 0.857573 0.0 0.0 -0.1
O 4.381894 2.048884 1.957580 -0.2 -0.1 0.1
C 5.647245 1.595735 2.408050 0.1 0.0 0.1
C 6.544799 2.711568 2.914566 0.0 0.1 -0.2
H 4.512016 1.377652 -0.628933 -0.1 0.0 0.0
H 4.824406 3.010130 -1.254959 0.0 0.0 0.0
H 6.051780 2.169149 -0.310826 0.0 0.0 -0.1
H 3.348151 3.204285 0.673462 0.0 0.0 0.2
H 4.904163 3.873085 1.123756 0.0 0.0 0.0
H 6.146795 1.014487 1.625220 0.0 0.0 0.0
H 5.443602 0.905202 3.227943 -0.2 0.0 -0.1
H 6.870449 3.364105 2.102199 0.1 0.0 0.0
H 7.436686 2.296736 3.385802 0.0 0.0 0.0
H 6.016468 3.330543 3.641304 0.0 -0.1 0.0
C -0.645259 3.561626 -6.361162 -0.2 0.0 0.1
C -0.339548 2.252031 -5.654203 0.1 0.1 -0.1
O -0.442161 2.332323 -4.244416 0.2 0.0 0.2
C -1.724584 2.654759 -3.727829 -0.1 0.0 0.0
C -2.789857 1.626249 -4.065110 0.0 0.0 -0.2
H -0.066991 4.377909 -5.925270 0.1 -0.1 0.0
H -0.406315 3.485497 -7.422799 0.0 0.0 0.0
H -1.701040 3.825932 -6.276345 0.0 0.0 -0.1
H 0.693770 1.969467 -5.864334 0.0 0.0 0.2
H -0.969778 1.442061 -6.039379 -0.1 0.0 0.0
H -2.028274 3.656175 -4.052246 0.0 0.0 -0.1
H -1.605708 2.698318 -2.645967 0.2 0.0 -0.1
H -3.025717 1.628166 -5.131392 -0.1 0.0 0.0
H -3.710434 1.840546 -3.520207 0.0 0.0 0.0
H -2.450928 0.621737 -3.804866 0.0 0.0 0.1

=====

[2]
12
Properties=species:S:1:pos:R:3:forces:R:3 method="wB97M-V/def2-TZVPD" de_lowest_kj_mol=777.8 homo_energy_ev=-8.6 orbital_gap_ha=0.2113 energy_ha=-666.2978
O -0.747098 1.511419 -2.110824 -0.3 0.0 0.3
C -0.367340 1.260076 -1.004628 4.5 0.2 -2.5
O -0.497446 2.094165 0.129182 -2.6 -3.3 -2.1
C 0.455593 -0.007196 -0.646204 -2.0 0.0 -1.5
C -0.316375 -0.888032 0.256353 0.8 -0.1 1.7
S 0.727758 -1.883041 1.382501 -0.1 0.7 -0.6
H -1.267692 1.297866 -0.104172 -0.9 2.9 3.9
H 1.046511 -0.459484 -1.459642 -0.2 0.3 0.5
H 1.238912 0.420231 0.190024 0.4 0.2 0.1
H -0.959508 -1.657672 -0.208151 0.5 0.1 -0.4
H -0.971006 -0.267841 0.875769 -0.1 -0.2 0.0
H 1.941566 0.622692 0.655568 0.0 -1.0 0.7

=====

[3]
17
Properties=species:S:1:pos:R:3:forces:R:3 method="wB97M-V/def2-TZVPD" de_lowest_kj_mol=202.4 total_charge=+1 homo_energy_ev=-12.8 orbital_gap_ha=0.3521 energy_ha=-342.5114
C 1.266219 0.898275 -0.191038 0.6 -0.3 -0.3
C 0.891157 -0.352374 0.132963 -1.2 0.6 0.0
N -0.541257 -0.592318 0.502408 1.6 -0.5 1.0
N 2.441215 1.116230 -0.832119 -1.2 0.5 0.9
H 0.722405 1.840692 0.032664 -0.2 -1.0 -0.4
H 1.416826 -1.272553 0.001004 0.4 -0.1 -0.3
H -0.628446 -0.373264 1.496809 -0.8 0.4 -0.2
H -1.145675 -0.084603 -0.135882 -0.5 -0.1 0.3
H -0.678114 -1.605713 0.473329 -0.5 0.1 -0.4
H 3.119899 0.376940 -0.819461 0.4 0.4 -0.5
H 2.533365 2.062100 -1.152284 1.1 -0.2 -0.1
H -1.410469 4.498743 -2.507889 -0.1 -0.3 -0.1
H -1.058696 4.431720 -1.059474 0.0 0.0 0.2
O -1.280320 3.856936 -1.798542 0.2 0.3 0.0
H -2.391406 -5.232984 1.389344 -0.2 -0.4 0.4
H -1.575989 -4.855316 2.709776 -0.5 -0.3 -0.5
O -1.680714 -4.712516 1.758392 0.7 0.8 0.0

=====

[4]
54
Properties=species:S:1:pos:R:3:forces:R:3 method="wB97M-V/def2-TZVPD" de_lowest_kj_mol=5.3 homo_energy_ev="-7.0 / -7.1" orbital_gap_ha="0.2375 / 0.2399" energy_ha=-4359.8480
Ir 0.496615 -0.065754 -0.176223 0.4 0.1 0.0
O -2.863147 -0.427691 -3.115564 0.0 0.0 0.0
C -1.855900 0.270556 -2.566792 0.1 0.0 0.0
O -0.759632 0.351952 -3.043750 0.0 0.0 0.0
C -2.298305 0.996381 -1.329682 0.0 0.0 0.0
C -3.503556 1.671829 -1.332131 0.0 0.0 0.0
C -3.841075 2.425900 -0.217770 0.0 0.0 0.0
C -2.980601 2.442576 0.859667 0.0 0.0 0.0
C -1.795786 1.719266 0.789600 0.0 0.0 0.0
N -1.452088 1.015266 -0.290631 0.1 0.0 -0.1
C -0.956897 1.641927 2.057346 0.0 0.0 0.1
O 0.197420 2.249891 2.118753 -0.1 0.0 0.1
O -1.472886 1.103360 3.012876 0.0 0.0 0.0
H -2.514972 -0.839047 -3.921711 0.0 0.0 0.0
H -4.150845 1.611967 -2.194378 0.0 0.0 0.0
H -4.768972 2.981216 -0.191549 0.0 0.0 0.0
H -3.214728 2.984120 1.764939 0.0 0.0 0.0
H 0.636701 2.361604 1.222310 0.0 0.0 0.0
C 1.814577 2.546783 -2.633457 0.0 0.1 0.0
S 2.448647 2.405431 -0.988115 -0.4 0.2 0.1
O 3.432532 1.363226 -1.015024 0.2 -0.1 -0.1
O 2.846119 3.707988 -0.532475 0.0 0.0 0.0
O 1.198562 1.975135 -0.189562 0.2 -0.2 -0.3
H 2.656763 2.817335 -3.267460 0.0 0.0 0.0
H 1.055568 3.324881 -2.660628 0.0 0.0 0.0
H 1.395180 1.588413 -2.929329 0.0 0.0 0.0
C 2.687652 -2.971420 0.623384 0.0 0.1 0.0
C 2.984421 -1.720544 -0.222900 0.1 0.0 -0.1
C 4.440063 -1.317627 0.050440 0.0 0.0 0.0
C 2.788929 -2.009554 -1.710971 0.0 0.0 0.0
N 2.126590 -0.653335 0.263712 -0.3 -0.3 0.4
H 3.410356 -3.747275 0.364907 0.0 0.0 0.0
H 1.686127 -3.355405 0.435941 0.0 0.0 0.0
H 2.805756 -2.736580 1.682647 0.0 0.0 0.0
H 5.098092 -2.173015 -0.120275 0.0 0.0 0.0
H 4.543553 -0.989236 1.084980 0.0 0.0 0.0
H 4.743699 -0.497152 -0.594214 0.0 0.0 0.0
H 3.490360 -2.780709 -2.039652 0.0 0.0 0.0
H 2.978799 -1.100137 -2.282311 0.0 0.0 0.0
H 1.774534 -2.348673 -1.918374 0.0 0.0 0.0
C -1.448042 -4.368916 1.783093 0.0 0.0 0.0
As -1.177493 -2.470944 1.599537 0.0 0.0 0.0
C 0.049406 -1.951966 2.983346 0.0 0.0 0.0
C -2.875222 -1.674885 2.030172 0.0 0.0 0.0
S -0.568220 -2.084510 -0.420708 -0.2 0.1 0.0
H -1.831287 -4.593383 2.777468 0.0 0.0 0.0
H -0.496718 -4.873470 1.626421 0.0 0.0 0.0
H -2.158224 -4.699354 1.027609 0.0 0.0 0.0
H -0.486599 -1.948082 3.931543 0.0 0.0 0.0
H 0.430411 -0.958758 2.757166 0.0 0.0 0.0
H 0.870879 -2.664089 3.007112 0.0 0.0 0.0
H -3.235842 -2.101466 2.966238 0.0 0.0 0.0
H -3.573085 -1.891512 1.223662 0.0 0.0 0.0
H -2.740492 -0.602615 2.154767 0.0 0.0 0.0